Computed, not measured: 2 unconnected molecules or ions with the total composition C36H33OSi at a distorted geometry, with ωB97M-V/def2-TZVPD.

Last column: Mulliken charge in e.
Positions of all 71 atoms, in Å:
C (4.76235, 0.31733, 2.27177)  -1.0151
Si (3.03139, 0.32129, 1.57137)  0.3003
C (2.58052, 2.00556, 0.89930)  -0.8744
C (2.84810, -0.95744, 0.21808)  -1.0701
O (1.93478, -0.05204, 2.78820)  -0.5792
C (0.61771, -0.10864, 2.37622)  0.4646
C (-0.14969, 1.03283, 2.38183)  -0.5663
C (-1.57376, 1.07894, 2.11782)  -0.0366
C (-2.40408, 0.03111, 2.52531)  -0.3622
C (-3.74898, 0.04908, 2.25109)  -0.8159
C (-4.30172, 1.11401, 1.56865)  -0.5524
C (-3.50312, 2.17337, 1.17636)  -0.6956
C (-2.15446, 2.16574, 1.45535)  -0.2875
C (0.10621, -1.40641, 1.86517)  0.0727
C (-0.60310, -1.47786, 0.66531)  0.2131
C (-1.06012, -2.68735, 0.19016)  -0.9738
C (-0.80971, -3.84796, 0.89528)  -0.4584
C (-0.08576, -3.79613, 2.06938)  -0.7739
C (0.37074, -2.58683, 2.54884)  -0.2233
H (5.48096, 0.58039, 1.50170)  0.3720
H (4.82500, 1.03794, 3.08069)  0.2439
H (4.99651, -0.66969, 2.65760)  0.3184
H (3.29443, 2.31844, 0.14387)  0.5018
H (1.59014, 1.96474, 0.45396)  0.2807
H (2.57384, 2.73148, 1.70682)  0.0964
H (3.59440, -0.81493, -0.55800)  0.4546
H (2.95539, -1.95309, 0.63892)  0.3083
H (1.85952, -0.87235, -0.22451)  0.2714
H (0.34096, 1.95628, 2.63285)  0.7648
H (-1.97160, -0.79074, 3.06906)  0.5810
H (-4.36958, -0.76974, 2.57500)  0.4775
H (-5.35865, 1.12319, 1.35441)  0.4310
H (-3.94374, 3.01227, 0.66109)  0.4314
H (-1.52709, 2.97728, 1.12666)  0.4665
H (-0.79540, -0.57328, 0.11142)  0.5112
H (-1.61349, -2.73087, -0.73516)  0.4523
H (-1.17233, -4.79350, 0.52535)  0.4211
H (0.12566, -4.70351, 2.60957)  0.4251
H (0.93962, -2.53643, 3.46000)  0.4583
C (-0.47042, 2.86182, 6.38147)  0.4299
C (-1.80424, 2.87483, 6.95399)  0.5930
C (-2.92886, 3.15981, 6.16208)  -0.0907
C (-4.18484, 3.23002, 6.71686)  -1.0440
C (-4.35576, 3.02347, 8.07386)  -0.2731
C (-3.26671, 2.73014, 8.87561)  -0.9893
C (-2.00937, 2.64818, 8.32602)  -0.3504
C (0.65689, 2.08868, 6.84516)  -0.2395
C (1.79179, 2.45086, 6.08555)  0.1810
C (3.03436, 1.88785, 6.33968)  -0.2246
C (3.15038, 0.96271, 7.35721)  -0.7360
C (2.03435, 0.56264, 8.08724)  -1.0023
C (0.79104, 1.10177, 7.83281)  -0.2698
C (1.38998, 3.47093, 5.13703)  0.0720
C (0.01154, 3.72061, 5.32429)  0.2468
C (-0.59266, 4.75930, 4.60093)  -0.0666
C (0.16580, 5.49998, 3.72034)  -1.1009
C (1.52010, 5.23445, 3.53951)  -0.6887
C (2.14043, 4.22105, 4.24173)  -0.1131
H (-2.79883, 3.28091, 5.10140)  0.4626
H (-5.03608, 3.45490, 6.09334)  0.4424
H (-5.33877, 3.09049, 8.50833)  0.4262
H (-3.40025, 2.57454, 9.93447)  0.4233
H (-1.15693, 2.48016, 8.96054)  0.6464
H (3.88340, 2.17898, 5.74560)  0.4750
H (4.11684, 0.54604, 7.58763)  0.4603
H (2.14154, -0.19550, 8.84503)  0.4538
H (-0.07642, 0.73681, 8.35236)  0.7221
H (-1.62374, 5.01007, 4.76861)  0.6905
H (-0.29142, 6.30614, 3.17200)  0.4625
H (2.10119, 5.84748, 2.87084)  0.4697
H (3.19450, 4.03068, 4.13574)  0.4978

Computed properties:
Kohn-Sham gap: 4.04 eV
HOMO energy: -9.923 eV
total charge: +1
relative energy (zero: lowest compared OMol25 entry of this formula, charge and spin): 0.0000 eV